80
Properties=species:S:1:pos:R:3 method="wB97M-V/def2-TZVPD" homo_lumo_gap_ev="4.8 / 7.0" relative_energy_kcal_mol=4.1 homo_ev="-2.264 / -4.875" total_charge=-1 s2=2.021 spin_multiplicity=3 lumo_ev="2.6 / 2.1" fmax_ha_per_bohr=0.004
Pt 0.622 0.464 -0.313
C -1.435 1.824 2.214
C -1.455 2.418 0.808
As -0.960 2.490 -1.966
C -2.289 1.922 -3.287
C -3.640 1.966 -2.941
C -4.625 1.652 -3.864
C -4.278 1.307 -5.164
C -2.941 1.293 -5.530
C -1.956 1.600 -4.600
C 0.632 1.555 -2.662
C 1.850 2.241 -2.578
C 3.028 1.664 -3.027
C 3.010 0.397 -3.591
C 1.806 -0.283 -3.721
C 0.629 0.285 -3.259
As 0.279 0.958 2.657
C -0.124 0.812 4.590
C -0.064 1.990 5.336
C -0.331 1.992 6.696
C -0.649 0.803 7.342
C -0.696 -0.377 6.615
C -0.436 -0.372 5.248
C -0.038 -0.918 2.197
C -1.299 -1.493 2.037
C -1.424 -2.841 1.732
C -0.293 -3.635 1.597
C 0.967 -3.078 1.769
C 1.092 -1.728 2.065
H -2.251 1.120 2.380
H -1.545 2.613 2.963
H -0.645 3.150 0.739
H -2.380 3.003 0.685
H -3.929 2.236 -1.933
H -5.666 1.672 -3.565
H -5.046 1.056 -5.886
H -2.658 1.036 -6.544
H -0.916 1.580 -4.905
H 1.866 3.231 -2.137
H 3.966 2.194 -2.918
H 3.934 -0.070 -3.910
H 1.790 -1.274 -4.156
H -0.305 -0.250 -3.371
H 0.198 2.922 4.844
H -0.284 2.918 7.256
H -0.852 0.797 8.405
H -0.939 -1.309 7.110
H -0.480 -1.302 4.694
H -2.195 -0.894 2.125
H -2.410 -3.265 1.587
H -0.393 -4.685 1.350
H 1.856 -3.683 1.646
H 2.080 -1.295 2.170
C -1.264 1.395 -0.322
C -2.407 0.426 -0.444
C -3.651 0.637 0.162
C -4.697 -0.270 0.033
C -4.540 -1.423 -0.721
C -3.314 -1.653 -1.335
C -2.275 -0.753 -1.190
H -3.821 1.530 0.748
H -5.641 -0.068 0.525
H -5.353 -2.130 -0.825
H -3.161 -2.553 -1.920
H -1.313 -0.972 -1.637
N 7.495 -1.577 -0.401
C 6.356 -2.275 -0.854
O 6.512 -3.391 -1.367
C 5.088 -1.624 -0.700
C 3.887 -2.304 -1.064
C 2.677 -1.703 -0.915
N 2.509 -0.433 -0.429
C 3.647 0.223 -0.069
C 4.900 -0.306 -0.179
H 8.275 -2.209 -0.301
H 7.354 -0.996 0.411
H 3.953 -3.308 -1.461
H 1.764 -2.219 -1.186
H 3.502 1.227 0.312
H 5.738 0.319 0.104

---

80
Properties=species:S:1:pos:R:3 method="wB97M-V/def2-TZVPD" homo_lumo_gap_ev=2.2 relative_energy_kcal_mol=26.6 homo_ev=-6.100 lumo_ev=-3.9 fmax_ha_per_bohr=0.044
C -0.910 4.396 4.109
C -1.398 3.050 4.308
C -2.515 2.549 4.924
C -2.487 1.129 4.703
C -1.333 0.842 4.022
B -0.744 -0.610 3.613
C -1.560 -1.849 4.161
C -1.335 -2.807 5.122
C -2.536 -3.577 5.260
C -3.426 -3.073 4.344
C -4.825 -3.307 4.059
O -2.815 -2.065 3.631
C -0.892 -0.728 2.065
C -1.175 0.159 1.054
C -0.955 -0.511 -0.186
C -0.585 -1.800 0.138
C -0.073 -2.923 -0.611
O -0.616 -1.951 1.505
C 0.700 -0.534 4.222
C 1.949 -0.779 3.710
C 2.879 -0.750 4.803
C 2.142 -0.472 5.929
C 2.427 -0.428 7.348
O 0.825 -0.281 5.570
O -0.643 2.012 3.798
H -1.613 5.084 4.586
H 0.065 4.497 4.586
H -0.836 4.676 3.055
H -3.271 3.096 5.466
H -3.240 0.425 5.044
H -0.420 -2.944 5.692
H -2.709 -4.389 5.960
H -5.170 -4.178 4.621
H -5.433 -2.445 4.361
H -4.981 -3.490 2.990
H -1.500 1.184 1.179
H -1.028 -0.071 -1.175
H -0.108 -2.697 -1.681
H 0.973 -3.128 -0.335
H -0.672 -3.822 -0.410
H 2.174 -0.966 2.664
H 3.946 -0.941 4.751
H 3.502 -0.540 7.511
H 2.102 0.526 7.776
H 1.920 -1.241 7.884
C -1.463 -0.220 -9.908
C -0.264 -0.429 -9.215
C -0.269 -0.621 -7.829
C -1.502 -0.650 -7.169
O -1.592 -0.822 -5.786
C -0.686 -0.104 -4.992
C -0.997 1.216 -4.622
C -0.282 1.811 -3.596
C 0.817 1.151 -2.985
C 1.520 1.731 -1.871
C 2.933 1.874 -1.886
C 3.631 2.513 -0.812
C 5.019 2.575 -0.799
C 5.781 2.008 -1.837
C 5.124 1.426 -2.929
C 3.738 1.400 -2.978
C 1.199 -0.116 -3.514
C 0.453 -0.746 -4.497
C -2.710 -0.503 -7.852
C -2.681 -0.235 -9.217
H -1.451 -0.056 -10.988
H 0.687 -0.446 -9.753
H 0.659 -0.766 -7.271
H -1.828 1.724 -5.108
H -0.548 2.813 -3.262
H 0.948 2.199 -1.072
H 3.046 2.942 0.003
H 5.539 3.043 0.037
H 6.874 2.000 -1.790
H 5.696 0.972 -3.740
H 3.266 0.981 -3.864
H 2.083 -0.620 -3.131
H 0.715 -1.738 -4.867
H -3.635 -0.572 -7.283
H -3.620 -0.058 -9.742

---

92
Properties=species:S:1:pos:R:3 method="wB97M-V/def2-TZVPD" homo_lumo_gap_ev=7.9 relative_energy_kcal_mol=2.7 homo_ev=-7.670 lumo_ev=0.2 fmax_ha_per_bohr=0.004
Mg 0.245 -0.300 -0.498
N 5.904 5.069 0.331
C 4.889 4.399 -0.344
C 4.923 3.007 -0.471
C 3.945 2.351 -1.193
C 2.914 3.065 -1.787
C 2.870 4.446 -1.668
C 3.854 5.110 -0.955
S 1.643 2.190 -2.647
O 0.928 3.134 -3.462
O 2.260 1.052 -3.278
N 0.714 1.574 -1.473
C 0.030 2.354 -0.616
N 0.013 3.696 -0.626
C -0.643 4.282 0.363
C -1.287 3.595 1.383
C -1.220 2.213 1.312
N -0.599 1.595 0.325
H 6.436 4.519 0.984
H 5.669 5.982 0.683
H 5.726 2.440 -0.014
H 3.985 1.275 -1.302
H 2.056 4.986 -2.130
H 3.826 6.190 -0.873
H -0.647 5.369 0.349
H -1.793 4.103 2.189
H -1.661 1.581 2.077
O -1.590 -0.293 -1.604
S -1.580 -0.451 -3.107
C -1.636 -2.235 -3.430
C -2.831 -3.011 -2.891
C -2.998 -2.978 -1.370
C -1.951 -3.804 -0.623
S -1.292 -3.089 0.913
O -0.429 -1.955 0.470
C -2.785 -2.371 1.576
C -3.647 -3.189 2.292
C -4.813 -2.648 2.812
C -5.095 -1.301 2.625
C -4.213 -0.492 1.921
C -3.048 -1.025 1.389
C -3.240 -0.033 -3.605
C -3.527 0.034 -4.962
C -4.813 0.358 -5.364
C -5.791 0.627 -4.414
C -5.484 0.578 -3.063
C -4.201 0.247 -2.649
H -0.675 -2.573 -3.038
H -1.583 -2.316 -4.519
H -2.726 -4.046 -3.234
H -3.745 -2.631 -3.354
H -3.991 -3.354 -1.115
H -2.961 -1.945 -1.036
H -1.031 -3.939 -1.199
H -2.316 -4.799 -0.360
H -3.406 -4.234 2.455
H -5.494 -3.273 3.373
H -6.001 -0.878 3.039
H -4.432 0.560 1.784
H -2.354 -0.412 0.828
H -2.752 -0.149 -5.697
H -5.048 0.415 -6.418
H -6.791 0.889 -4.732
H -6.244 0.803 -2.325
H -3.930 0.214 -1.601
O 4.158 1.628 5.025
C 3.216 1.281 4.114
C 3.113 1.886 2.868
C 2.138 1.433 2.007
N 1.262 0.473 2.317
C 1.377 -0.055 3.510
Br 0.090 -1.396 3.971
C 2.322 0.278 4.461
H 4.734 2.302 4.647
H 3.805 2.656 2.550
H 2.063 1.853 1.010
H 2.370 -0.209 5.422
O 4.138 -0.533 1.061
C 3.653 -0.952 0.032
N 2.324 -0.901 -0.348
C 2.201 -1.488 -1.554
O 1.092 -1.598 -2.103
C 3.521 -1.951 -2.067
C 3.908 -2.558 -3.242
C 5.265 -2.834 -3.393
C 6.182 -2.507 -2.399
C 5.775 -1.889 -1.218
C 4.431 -1.621 -1.080
H 3.190 -2.795 -4.016
H 5.619 -3.305 -4.302
H 7.229 -2.733 -2.554
H 6.480 -1.624 -0.440

---

93
Properties=species:S:1:pos:R:3 method="wB97M-V/def2-TZVPD" homo_lumo_gap_ev=6.5 relative_energy_kcal_mol=67.3 homo_ev=-2.848 total_charge=-2 lumo_ev=3.6 fmax_ha_per_bohr=0.024
Tl -0.453 -0.336 0.351
O 1.876 -1.129 4.005
C 1.541 -1.158 2.827
O 1.194 -0.171 2.117
C 1.616 -2.520 2.064
P 1.821 -2.061 0.303
C 2.178 -3.714 -0.425
C 1.193 -4.361 -1.161
C 1.458 -5.582 -1.759
C 2.708 -6.163 -1.625
C 3.684 -5.541 -0.863
C 3.419 -4.326 -0.261
C 3.516 -1.376 0.250
C 4.157 -0.795 1.338
C 5.389 -0.185 1.178
C 6.002 -0.151 -0.063
C 5.380 -0.750 -1.149
C 4.144 -1.343 -0.995
H 0.639 -3.009 2.145
H 2.392 -3.186 2.456
H 0.225 -3.893 -1.275
H 0.688 -6.068 -2.342
H 2.930 -7.098 -2.120
H 4.660 -5.999 -0.748
H 4.184 -3.841 0.332
H 3.699 -0.804 2.312
H 5.877 0.260 2.035
H 6.950 0.356 -0.194
H 5.856 -0.746 -2.122
H 3.636 -1.785 -1.843
Cl 4.262 5.723 -1.976
C 2.899 4.656 -2.142
C 2.949 3.386 -1.586
C 1.874 2.540 -1.751
Cl 1.924 0.934 -1.063
C 0.692 2.875 -2.500
O -0.252 2.088 -2.688
C 0.725 4.223 -2.992
Cl -0.676 4.778 -3.844
C 1.780 5.089 -2.837
H 3.812 3.058 -1.028
H 1.740 6.081 -3.260
N -0.869 -0.521 -3.460
C -1.111 -1.618 -2.695
O -0.502 -1.780 -1.605
C -2.004 -2.592 -3.231
C -2.662 -2.359 -4.429
N -3.192 -2.128 -5.434
C -2.228 -3.815 -2.612
N -2.405 -4.860 -2.149
H -1.434 -0.387 -4.285
H -0.483 0.318 -3.034
C 1.014 5.322 1.935
C 0.276 4.041 2.101
C -0.560 3.583 3.100
C -0.950 2.292 2.703
N -0.390 1.999 1.543
N 0.343 3.050 1.192
C -1.819 1.324 3.418
H 0.676 6.046 2.673
H 0.860 5.731 0.937
H 2.084 5.167 2.073
H -0.844 4.088 4.004
H 0.868 3.034 0.327
H -2.115 1.714 4.390
H -1.278 0.386 3.540
H -2.714 1.110 2.837
F -1.357 -1.581 1.756
C -8.786 3.526 -0.263
C -8.094 2.209 0.094
C -8.325 1.926 1.585
C -8.725 1.096 -0.752
C -6.594 2.247 -0.165
C -5.930 3.417 -0.532
C -4.554 3.477 -0.718
C -3.838 2.313 -0.531
O -2.508 2.065 -0.588
B -2.340 0.724 -0.301
O -3.569 0.147 -0.057
C -4.498 1.124 -0.189
C -5.862 1.071 0.006
H -9.856 3.430 -0.092
H -8.630 3.769 -1.311
H -8.420 4.345 0.351
H -9.391 1.879 1.801
H -7.881 2.712 2.192
H -7.869 0.983 1.872
H -9.804 1.078 -0.613
H -8.328 0.123 -0.482
H -8.514 1.268 -1.805
H -6.493 4.327 -0.670
H -4.064 4.398 -0.994
H -6.321 0.137 0.289

---

82
Properties=species:S:1:pos:R:3 method="wB97M-V/def2-TZVPD" homo_lumo_gap_ev=4.4 relative_energy_kcal_mol=0.0 homo_ev=-11.843 total_charge=+2 lumo_ev=-7.5 fmax_ha_per_bohr=0.064
C 4.034 -1.234 1.542
C 3.306 -0.369 0.658
C 2.300 0.299 1.435
H 3.565 -0.140 -0.375
C 2.383 -0.194 2.785
C 3.463 -1.125 2.844
H 3.855 -1.586 3.750
H 4.934 -1.793 1.290
H 1.676 1.124 1.112
H 1.815 0.193 3.632
Zr 1.681 -1.949 1.347
Si -1.691 2.969 -1.621
C -2.229 2.799 -3.401
C -3.587 2.644 -3.728
H -4.350 2.699 -2.947
C -3.963 2.395 -5.052
H -5.020 2.271 -5.295
C -2.992 2.312 -6.054
H -3.287 2.122 -7.085
C -1.644 2.488 -5.730
H -0.884 2.432 -6.507
C -1.258 2.736 -4.411
H -0.205 2.871 -4.151
C -2.957 4.119 -0.845
C -3.327 5.264 -1.568
H -2.830 5.499 -2.511
C -4.344 6.103 -1.097
H -4.632 6.980 -1.679
C -4.989 5.821 0.112
H -5.773 6.482 0.485
C -4.613 4.695 0.850
H -5.103 4.472 1.803
C -3.603 3.851 0.377
H -3.322 2.968 0.959
H -0.321 3.530 -1.590
Si -2.063 0.773 -0.575
C -1.300 1.326 1.078
C -0.471 2.453 1.236
H -0.159 3.074 0.388
C -0.028 2.860 2.497
H 0.586 3.762 2.579
C -0.385 2.136 3.633
H -0.039 2.462 4.616
C -1.199 1.008 3.493
H -1.505 0.450 4.382
C -1.638 0.601 2.233
H -2.249 -0.292 2.137
C -0.680 0.187 -1.733
C 0.651 0.625 -1.665
H 0.948 1.355 -0.906
C 1.592 0.181 -2.595
H 2.631 0.510 -2.513
C 1.211 -0.658 -3.643
H 1.950 -1.001 -4.372
C -0.129 -1.047 -3.756
H -0.451 -1.653 -4.604
C -1.056 -0.655 -2.795
H -2.095 -0.976 -2.868
H -2.989 -0.343 -0.314
Cl -0.534 -2.155 0.480
N 3.168 -4.951 2.432
C 3.312 -4.746 1.056
C 4.144 -5.603 0.332
C 4.316 -5.398 -1.034
C 3.600 -4.368 -1.653
C 2.776 -3.549 -0.899
N 2.663 -3.717 0.462
C 2.182 -4.506 3.323
C 1.940 -5.244 4.485
C 0.958 -4.819 5.373
C 0.246 -3.645 5.078
C 0.554 -2.922 3.937
N 1.505 -3.366 3.049
H 3.690 -5.751 2.777
H 4.643 -6.400 0.878
H 4.986 -6.028 -1.615
H 3.681 -4.188 -2.725
H 2.171 -2.747 -1.341
H 2.536 -6.144 4.647
H 0.738 -5.379 6.279
H -0.543 -3.280 5.734
H 0.046 -1.981 3.678